{
  "formula": "C4H9N2S",
  "method": "the ωB97M-V functional and the def2-TZVPD basis",
  "homo_lumo_gap_ev": 7.3593,
  "multiplicity": 1,
  "total_charge": 1,
  "symbols": ["C", "C", "C", "C", "N", "N", "S", "H", "H", "H", "H", "H", "H", "H", "H", "H"],
  "xyz": [[1.4564, -1.6092, -0.1331], [0.6160, 0.3702, 0.7767], [-1.2793, 2.3936, -0.2253], [-1.4610, 1.0456, 0.3381], [1.2143, -2.7564, -0.7512], [0.5357, -0.9727, 0.5946], [1.7496, 1.3500, 1.3171], [2.4666, -1.2230, -0.2819], [-1.6164, 3.0635, 0.5203], [-1.8097, 2.3692, -1.2099], [-0.2698, 2.6431, -0.6864], [-1.6591, 0.2340, -0.3470], [-1.8359, 0.9753, 1.3140], [1.9523, -3.2735, -1.2773], [0.4040, -3.3758, -0.6840], [-0.4637, -1.2339, 0.7352]],
  "forces_ev_per_angstrom": [[-1.058, -1.779, -0.135], [-2.631, 3.872, 0.923], [0.627, -0.723, -2.561], [4.613, -1.210, -0.605], [0.967, -1.212, -0.546], [0.043, -1.385, -0.784], [-0.231, -0.753, -0.655], [-0.509, 0.506, 0.267], [-0.215, 1.378, 0.014], [-0.513, 0.666, 0.996], [-0.718, -0.335, 1.413], [-0.382, -0.072, -0.010], [-0.706, -0.249, 1.153], [-0.496, 1.181, 0.734], [-0.116, 0.916, 0.418], [1.324, -0.801, -0.621]]
}